Density functional theory data (wB97M-V/def2-TZVPD) for 4 unconnected molecules or ions with the total composition C4H12N4O8 in a non-equilibrium geometry.

```
28
Properties=species:S:1:pos:R:3:nbo_charge:R:1
H -2.4752 0.9892 2.2594 0.261
O 1.7288 -2.4987 -3.2772 -0.670
O 0.5234 4.5476 -0.5591 -0.364
H 1.7463 -0.8403 1.3703 0.237
O -2.8088 0.3509 4.9295 -0.404
H 1.3257 -0.9726 -0.4323 0.276
C 0.9847 -0.8145 0.5909 -0.496
O -0.2792 0.9556 1.3501 -0.462
O -1.8238 -1.3560 4.0915 -0.354
H -1.9985 3.8302 -2.2922 0.225
H -0.3413 3.2771 -2.4095 0.247
O 0.9192 1.3080 -0.4661 -0.337
C -2.9971 0.1175 2.6542 -0.502
N 2.7046 -2.8139 -2.6009 0.346
H -1.3283 2.5688 -1.1899 0.248
N -2.4481 -0.3511 4.0050 0.552
C 3.1431 -4.2466 -2.5097 -0.492
H 2.7138 -4.4673 -1.5324 0.175
H -4.0177 0.4859 2.7578 0.223
H 0.0969 -1.4345 0.7154 0.221
O -1.4845 4.7463 0.2516 -0.388
H 2.7109 -4.8322 -3.3211 0.185
H 4.2321 -4.2881 -2.5272 0.188
N -0.6906 4.3497 -0.5932 0.525
O 3.4257 -2.0418 -1.9436 -0.701
C -1.1383 3.5111 -1.7037 -0.498
H -2.9441 -0.7026 1.9381 0.221
N 0.5207 0.6221 0.4444 0.538
```

Output
Charge: -1
Spin multiplicity: 2
HOMO-LUMO gap (alpha / beta): 2.789 / 6.637 eV
Total energy: -980.15099 Eh
Relative energy (zero: lowest compared OMol25 entry of this formula, charge and spin): 39.5 kJ/mol
LUMO level (alpha / beta): 2.33 / 2.33 eV

Density functional theory data (wB97M-V/def2-TZVPD) for a gas-phase ion, C4H12N6O3P (charge +1) in a non-equilibrium geometry.

```
26
Properties=species:S:1:pos:R:3:nbo_charge:R:1
H -1.7159 -1.7285 -1.2093 0.497
H -1.8620 1.8357 -1.2347 0.426
H 2.9780 0.1906 -2.1025 0.368
H 0.7517 -0.5820 2.1859 0.451
H -1.6040 -1.3387 1.9952 0.274
H 3.4083 1.9013 -0.6386 0.218
P -3.2293 -1.1468 0.2075 2.318
N 0.5618 -0.1675 1.2836 -0.386
H -2.2418 0.3016 2.0124 0.259
N 0.8360 0.8642 -0.6999 -0.519
N 3.7557 -0.0284 -1.4805 -0.798
H 4.6911 0.9553 0.1519 0.215
O -3.9099 -2.2014 0.9491 -1.065
O -4.2683 0.0752 -0.0528 -0.958
H 3.1302 -0.0783 1.5152 0.429
H 3.5466 -0.9489 -1.0955 0.352
N 2.7367 0.3347 0.6823 -0.590
H -1.0306 0.8576 -2.3150 0.422
N -1.4588 0.9147 -1.3916 -0.826
C -1.8860 -0.4987 1.3332 -0.621
C 1.4485 0.3693 0.3859 0.591
O -2.6844 -1.7944 -1.1696 -0.919
C -0.4838 0.5928 -0.4715 0.573
C 3.7014 0.8871 -0.3269 -0.064
N -0.6465 -0.0188 0.6810 -0.162
H -4.5247 0.4523 0.8053 0.516
```

Output
SMILES: NCNc1nc(N)n(CP(=O)(O)O)[nH+]1
Charge: +1
HOMO-LUMO gap: 9.865 eV
Total energy: -1055.05939 Eh
LUMO level: -3.35 eV

Copy entry 2 word for word.
Density functional theory data (wB97M-V/def2-TZVPD) for a gas-phase ion, C4H12N6O3P (charge +1) in a non-equilibrium geometry.

```
26
Properties=species:S:1:pos:R:3:nbo_charge:R:1
H -1.7159 -1.7285 -1.2093 0.497
H -1.8620 1.8357 -1.2347 0.426
H 2.9780 0.1906 -2.1025 0.368
H 0.7517 -0.5820 2.1859 0.451
H -1.6040 -1.3387 1.9952 0.274
H 3.4083 1.9013 -0.6386 0.218
P -3.2293 -1.1468 0.2075 2.318
N 0.5618 -0.1675 1.2836 -0.386
H -2.2418 0.3016 2.0124 0.259
N 0.8360 0.8642 -0.6999 -0.519
N 3.7557 -0.0284 -1.4805 -0.798
H 4.6911 0.9553 0.1519 0.215
O -3.9099 -2.2014 0.9491 -1.065
O -4.2683 0.0752 -0.0528 -0.958
H 3.1302 -0.0783 1.5152 0.429
H 3.5466 -0.9489 -1.0955 0.352
N 2.7367 0.3347 0.6823 -0.590
H -1.0306 0.8576 -2.3150 0.422
N -1.4588 0.9147 -1.3916 -0.826
C -1.8860 -0.4987 1.3332 -0.621
C 1.4485 0.3693 0.3859 0.591
O -2.6844 -1.7944 -1.1696 -0.919
C -0.4838 0.5928 -0.4715 0.573
C 3.7014 0.8871 -0.3269 -0.064
N -0.6465 -0.0188 0.6810 -0.162
H -4.5247 0.4523 0.8053 0.516
```

Output
SMILES: NCNc1nc(N)n(CP(=O)(O)O)[nH+]1
Charge: +1
HOMO-LUMO gap: 9.865 eV
Total energy: -1055.05939 Eh
LUMO level: -3.35 eV